(1)
C6H15NO | ωB97M-V/def2-TZVPD

Properties
LUMO: 0.887 eV
Net charge: 0
E_HOMO: -8.7 eV
Frontier orbital gap: 9.55 eV

Geometry as XYZ:
```
23
Properties=species:S:1:pos:R:3:forces:R:3:mulliken_charge:R:1
C -0.12357 -0.37609 1.69382 -0.4482 -0.2810 -0.1354 -0.503
C 0.70934 -1.33967 2.53031 0.6387 0.5698 -0.6498 -0.630
O 1.85724 -0.68043 3.08088 -0.1960 -0.0967 0.4216 -0.531
N 0.20716 -0.41287 0.26485 -0.8199 0.0874 1.0800 -0.231
C -0.36047 0.72883 -0.44574 1.7583 0.0571 -0.8772 -1.146
C -0.83367 0.33812 -1.85136 -0.7278 0.3007 -0.1145 0.862
C -1.94200 1.31788 -2.29607 0.8337 -0.0684 0.0228 -1.590
C 0.31519 0.25405 -2.87563 0.1551 -0.2892 0.6397 -1.327
H -0.01647 0.60890 2.16055 0.2177 0.2109 -0.1008 0.343
H -1.19880 -0.58664 1.73981 0.0919 -0.2508 0.2713 0.347
H 1.08046 -2.13430 1.87432 -0.4063 -0.3582 0.2088 0.312
H 0.15867 -1.72549 3.38098 -0.0305 -0.1458 -0.0306 0.323
H 2.41223 -0.35877 2.37024 0.0754 0.0423 -0.2005 0.314
H 1.16930 -0.64923 0.09531 0.2372 0.4493 -0.2287 0.249
H 0.40940 1.51444 -0.58916 0.0089 -0.1348 -0.0948 0.340
H -1.05816 1.28932 0.16928 -0.7168 -0.6455 0.0639 0.525
H -1.26673 -0.66205 -1.84437 -0.1033 0.0010 0.5074 0.199
H -1.65790 2.31449 -1.94409 -0.3139 0.0736 -0.0180 0.360
H -2.90812 1.01910 -1.89833 -0.0743 0.1877 0.1062 0.345
H -1.99797 1.37687 -3.37860 -0.1864 -0.0935 -0.1725 0.446
H 0.30972 -0.74435 -3.31311 -0.0973 0.2526 -0.5374 0.301
H 1.30591 0.32005 -2.41934 -0.0401 0.2491 0.1484 0.319
H 0.22213 1.05008 -3.60753 0.1437 -0.1178 -0.3099 0.374
```
Positions in Å, forces in eV/Å.

=====

(2)
C6H15NO | ωB97M-V/def2-TZVPD

Properties
LUMO: 0.707 eV
Net charge: 0
E_HOMO: -9.8 eV
Frontier orbital gap: 10.54 eV

Geometry as XYZ:
```
23
Properties=species:S:1:pos:R:3:forces:R:3:mulliken_charge:R:1
C -1.28487 1.24203 -1.77362 0.6402 0.3190 -0.3874 -0.221
C -2.78199 1.28214 -1.99860 -0.5581 -1.3813 0.6195 -1.115
C -0.50538 0.56590 -2.90125 0.1553 0.1674 0.5067 0.524
O -0.97081 0.27116 -3.97719 -0.1969 -0.0762 -0.1515 -0.622
N 0.81826 0.39815 -2.62068 0.4241 -0.2264 -0.2737 -0.351
H -0.81844 2.23587 -1.75236 -0.3680 0.0963 0.0636 0.308
H -0.99953 0.81455 -0.80926 -0.1233 -0.2369 -0.0953 0.154
H -3.18540 2.23607 -2.31164 -0.0014 0.0562 -0.0346 0.272
H 1.42053 0.05678 -3.35349 -0.1493 -0.0235 0.0567 0.219
H 1.24108 0.58537 -1.73081 -0.2038 0.0953 0.0839 0.164
H -3.29865 0.90060 -1.10967 0.0505 0.7808 0.2697 0.348
H -3.09746 0.48497 -2.67626 0.3456 0.4183 -0.6317 0.322
C 1.17414 -0.59604 2.90867 -1.5416 0.6040 -0.4517 -0.271
C 0.60058 -2.03456 2.95748 1.2327 0.1712 0.9138 -1.056
C 1.93429 -0.27017 1.61710 -0.5142 -1.0444 -0.1795 -1.116
H 1.72559 -0.30914 3.79384 0.4838 -0.3543 0.1518 0.365
H 0.30076 0.06584 2.98388 0.1219 0.0633 -0.1881 0.235
H 0.85310 -2.46283 3.93031 -0.0540 -0.2085 -0.0522 0.267
H -0.47662 -2.09188 2.89037 -0.1992 0.1213 -0.3874 0.280
H 1.64254 0.63951 1.12211 0.3436 0.9907 0.4427 0.288
H 1.09111 -2.65139 2.20665 -0.2388 -0.1429 -0.0737 0.347
H 1.61333 -0.97140 0.84555 0.2250 -0.4953 0.0504 0.307
H 3.00385 -0.39153 1.75888 0.1259 0.3058 -0.2520 0.351
```
Positions in Å, forces in eV/Å.

=====

(3)
C6H15NO | ωB97M-V/def2-TZVPD

Properties
LUMO: 0.813 eV
Net charge: 0
E_HOMO: -9.9 eV
Frontier orbital gap: 10.67 eV

Geometry as XYZ:
```
23
Properties=species:S:1:pos:R:3:forces:R:3:mulliken_charge:R:1
C -0.03597 1.63937 0.80102 -1.8770 0.8588 0.7546 0.823
C -0.26155 3.10714 1.16689 -0.2229 0.6272 0.2174 -1.541
C -1.24773 0.88536 1.45033 0.8381 -0.6752 -0.9286 -1.281
C -0.06476 1.40652 -0.68714 0.3551 -1.7069 -1.1450 -1.205
H 0.85340 1.27350 1.29596 0.4766 -0.0292 -0.2043 0.307
H -1.24052 3.44875 0.79507 0.2895 -0.1054 -0.2078 0.330
H 0.49457 3.83113 0.85353 0.0765 -0.2428 -0.3124 0.370
H -2.04812 0.75624 0.71715 0.0526 0.0250 0.0110 0.307
H -0.87500 -0.11798 1.69757 -0.5479 0.1341 0.3343 0.266
H -1.68781 1.40864 2.29131 0.2696 -0.1206 0.3570 0.385
H 0.59881 1.97603 -1.32463 0.2402 0.6635 0.2425 0.388
H 0.21998 0.36787 -0.95494 -0.0156 0.1944 0.4580 0.123
H -1.06265 1.44759 -1.13215 -0.0965 0.5282 0.3294 0.337
H -0.34893 3.23507 2.24825 0.1675 -0.1864 0.0846 0.391
C 1.23666 -2.82036 -0.04784 1.7978 0.5786 1.5834 -0.842
C 0.25258 -2.88546 -1.14695 -1.6589 -0.5122 -0.5640 0.682
O -0.84734 -3.37227 -0.91660 0.3699 0.2246 -0.0322 -0.615
N 0.46309 -2.34441 -2.40994 1.0645 -0.1998 1.5970 -0.419
H 1.23502 -3.65305 0.65191 -0.5546 -0.6686 -0.6151 0.321
H 0.97428 -2.03826 0.68576 -0.0493 0.2876 -0.7474 0.087
H -0.32199 -2.57327 -2.98299 -0.0202 -0.0034 -0.7150 0.239
H 1.40681 -2.27398 -2.77858 -0.5459 0.0192 -0.0323 0.219
H 2.30720 -2.70418 -0.27299 -0.4092 0.3095 -0.4650 0.327
```
Positions in Å, forces in eV/Å.

=====

(4)
C6H15NO | ωB97M-V/def2-TZVPD

Properties
LUMO (alpha / beta): -4.790 / -8.086 eV
Net charge: +1
Multiplicity: 2
E_HOMO (alpha / beta): -13.6 / -13.5 eV
Frontier orbital gap (alpha / beta): 8.81 / 5.45 eV

Geometry as XYZ:
```
23
Properties=species:S:1:pos:R:3:forces:R:3:mulliken_charge:R:1
C -2.24599 -0.65718 -0.74961 0.2210 0.8727 -0.2509 -0.786
C -0.78410 -0.89272 -0.43218 -0.2874 0.5406 -0.0574 -0.717
C -0.07075 0.28228 0.15866 -0.0057 -1.3734 -0.0901 0.995
C 1.33588 0.16907 0.13941 0.9047 0.9782 1.1499 -1.034
C -0.71539 1.34587 0.95464 0.4752 -0.2714 -0.6316 -0.257
C -0.15478 1.43725 2.37101 -0.0823 1.9544 1.5370 -1.139
N -2.26729 0.45326 -1.70270 0.2573 0.0307 0.4367 -0.446
H -2.74334 -0.25611 0.13288 -0.2311 -0.5522 0.1542 0.325
H -2.75334 -1.56064 -1.09273 0.1244 -0.0996 0.1335 0.386
H -0.66312 -1.67675 0.33049 0.1358 -0.1867 0.0045 0.395
H -0.23308 -1.21949 -1.32298 -0.0149 -0.1699 0.1488 0.470
H 1.97752 -0.66673 -0.09682 -0.6605 -0.4997 -0.6067 0.379
H 1.93343 0.93530 0.62128 -0.1767 0.3791 -0.2192 0.357
H -1.77956 1.20963 0.88909 -0.3805 0.0617 0.3334 0.260
H -0.54051 2.30356 0.44470 0.2163 -0.1019 -0.1264 0.356
H -0.19973 2.49214 2.68189 -0.0962 -0.0146 -0.3714 0.345
H -0.75960 1.02023 3.17530 -0.0176 -0.8550 -0.4602 0.348
H 0.90144 1.25334 2.56855 -0.0614 -0.6535 -0.4643 0.330
H -3.20619 0.67197 -1.98465 -0.1813 0.1437 -0.2977 0.231
H -1.67779 0.30507 -2.50663 -0.1623 -0.1720 -0.2928 0.200
H 4.13841 -2.60599 -1.53219 0.6580 -0.0512 -0.0725 0.298
H 5.39673 -1.70922 -1.54529 -0.0540 -0.3408 -0.0386 0.323
O 5.11114 -2.63415 -1.50212 -0.5808 0.3810 0.0817 -0.617
```
Positions in Å, forces in eV/Å.

=====

(5)
C6H15NO | ωB97M-V/def2-TZVPD

Properties
LUMO (alpha / beta): -2.830 / -8.010 eV
Net charge: +1
Multiplicity: 2
E_HOMO (alpha / beta): -13.3 / -13.3 eV
Frontier orbital gap (alpha / beta): 10.51 / 5.33 eV

Geometry as XYZ:
```
23
Properties=species:S:1:pos:R:3:forces:R:3:mulliken_charge:R:1
C 0.83056 -0.17497 -0.16127 -0.0425 0.2554 -2.0953 -0.575
C 1.36611 -0.00926 1.22935 1.8055 0.1293 -0.0131 -0.889
C 2.08457 1.29111 1.59977 -0.0941 0.6611 1.2759 -0.484
O 1.90587 1.37226 3.03543 -0.1774 0.3510 -0.6459 -0.502
C -0.58167 0.39439 -0.35338 -0.1467 0.6262 0.1000 -0.492
N -1.11163 0.11308 -1.68847 0.9502 -2.8865 1.9618 0.124
C -2.30673 -0.66820 -1.77576 -2.0029 0.9331 -0.5586 -0.547
C -2.18946 -2.19279 -1.83916 0.6682 0.0317 -0.6802 -1.007
H 0.84859 -1.19836 -0.55611 -0.3261 -0.3025 0.7778 0.476
H 1.43052 0.28383 -0.95459 0.5021 0.4992 0.4388 0.436
H 0.64466 -0.18943 2.00365 -0.5974 -0.0920 0.2155 0.440
H 2.17747 -0.72071 1.40178 -0.4396 -0.5347 -0.1704 0.255
H 3.16704 1.28483 1.45836 -0.0395 -0.4531 -0.5765 0.291
H 1.74860 2.22503 1.13771 -0.4735 -0.2314 -0.2241 0.355
H 1.93671 2.30709 3.25320 0.0941 0.0076 0.3553 0.302
H -1.23138 -0.01970 0.41889 -0.4545 0.1597 -0.2784 0.361
H -0.62396 1.49107 -0.28448 0.2961 0.0256 0.3876 0.298
H -0.36571 -0.29415 -2.26058 -0.0827 0.8093 -0.7590 0.341
H -2.99966 -0.44594 -0.97366 0.3853 0.3750 0.6145 0.391
H -2.86859 -0.25129 -2.61612 0.1441 -0.3744 -0.6576 0.381
H -3.19467 -2.58602 -1.96607 -0.1283 0.0608 0.4312 0.352
H -1.70458 -2.54321 -0.93272 -0.1576 -0.2604 0.0596 0.330
H -1.66236 -2.57280 -2.71455 0.3172 0.2102 0.0413 0.362
```
Positions in Å, forces in eV/Å.

=====

Please write out number 1 again, unchanged.
C6H15NO | ωB97M-V/def2-TZVPD

Properties
LUMO: 0.887 eV
Net charge: 0
E_HOMO: -8.7 eV
Frontier orbital gap: 9.55 eV

Geometry as XYZ:
```
23
Properties=species:S:1:pos:R:3:forces:R:3:mulliken_charge:R:1
C -0.12357 -0.37609 1.69382 -0.4482 -0.2810 -0.1354 -0.503
C 0.70934 -1.33967 2.53031 0.6387 0.5698 -0.6498 -0.630
O 1.85724 -0.68043 3.08088 -0.1960 -0.0967 0.4216 -0.531
N 0.20716 -0.41287 0.26485 -0.8199 0.0874 1.0800 -0.231
C -0.36047 0.72883 -0.44574 1.7583 0.0571 -0.8772 -1.146
C -0.83367 0.33812 -1.85136 -0.7278 0.3007 -0.1145 0.862
C -1.94200 1.31788 -2.29607 0.8337 -0.0684 0.0228 -1.590
C 0.31519 0.25405 -2.87563 0.1551 -0.2892 0.6397 -1.327
H -0.01647 0.60890 2.16055 0.2177 0.2109 -0.1008 0.343
H -1.19880 -0.58664 1.73981 0.0919 -0.2508 0.2713 0.347
H 1.08046 -2.13430 1.87432 -0.4063 -0.3582 0.2088 0.312
H 0.15867 -1.72549 3.38098 -0.0305 -0.1458 -0.0306 0.323
H 2.41223 -0.35877 2.37024 0.0754 0.0423 -0.2005 0.314
H 1.16930 -0.64923 0.09531 0.2372 0.4493 -0.2287 0.249
H 0.40940 1.51444 -0.58916 0.0089 -0.1348 -0.0948 0.340
H -1.05816 1.28932 0.16928 -0.7168 -0.6455 0.0639 0.525
H -1.26673 -0.66205 -1.84437 -0.1033 0.0010 0.5074 0.199
H -1.65790 2.31449 -1.94409 -0.3139 0.0736 -0.0180 0.360
H -2.90812 1.01910 -1.89833 -0.0743 0.1877 0.1062 0.345
H -1.99797 1.37687 -3.37860 -0.1864 -0.0935 -0.1725 0.446
H 0.30972 -0.74435 -3.31311 -0.0973 0.2526 -0.5374 0.301
H 1.30591 0.32005 -2.41934 -0.0401 0.2491 0.1484 0.319
H 0.22213 1.05008 -3.60753 0.1437 -0.1178 -0.3099 0.374
```
Positions in Å, forces in eV/Å.